A molecular structure, C20H46AlP4S at a distorted geometry. Source: OMol25; level of theory: wB97M-V/def2-TZVPD.

The total charge is +3. As for the energy above the lowest of the compared OMol25 structures with the same formula, charge and spin: 0.0 kcal per mole. The frontier orbital gap is 5.85 eV. Its calculated total energy is -2794.72761 Ha.

Structure (XYZ):
```
72
C20H46AlP4S | OMol25 | wB97M-V/def2-TZVPD
Al -0.48895 -1.33399 0.10179
P -0.78714 1.95065 1.80888
P -2.80931 -1.11051 -0.18674
P 3.34867 1.42355 0.21092
H 1.55102 -2.29542 -4.35870
C 2.24874 -1.90420 -3.61028
C 2.30195 -2.47731 -2.38327
H 1.72452 -3.36544 -2.13871
C -1.00813 3.47037 0.79611
C -2.32517 2.11770 2.81243
C 0.41162 2.59755 3.06566
C -3.51808 -2.57264 -0.99150
C -3.57964 -0.99486 1.45707
C -3.20488 0.38212 -1.17301
C 4.34673 0.57117 -1.01496
C 3.73762 1.35695 1.95967
C 2.57731 2.92851 -0.39201
H 2.98523 -1.15720 -3.93585
H 3.07854 -2.22512 -1.66036
H -1.31206 4.31615 1.42573
H -1.78642 3.27734 0.04764
H -0.08161 3.71721 0.26734
H -2.28251 3.04280 3.40191
H -2.42346 1.26467 3.49588
H -3.19833 2.15333 2.14890
H -0.10750 3.25898 3.77269
H 1.22379 3.15193 2.57709
H 0.83467 1.75008 3.62253
H -4.37605 -2.94516 -0.41232
H -2.75912 -3.38077 -1.01372
H -3.89779 -2.34969 -2.00413
H -4.63656 -1.28148 1.36299
H -3.50928 0.02837 1.85966
H -3.11444 -1.70200 2.17123
H -4.21739 0.30538 -1.59574
H -2.48577 0.49981 -2.00231
H -3.15357 1.27748 -0.53299
H 5.17693 1.21051 -1.33443
H 3.72894 0.30323 -1.88863
H 4.72295 -0.36429 -0.57754
H 4.64525 1.92938 2.17644
H 3.88608 0.31424 2.27735
H 2.91836 1.74716 2.58729
H 3.32668 3.62805 -0.80146
H 1.96837 3.42638 0.37889
H 1.88501 2.65692 -1.20954
C -0.24399 -0.27293 -2.86850
C -0.28346 1.03904 -3.38675
C -1.09783 1.33799 -4.46693
C -1.87272 0.31802 -5.05408
C -1.92180 -0.95941 -4.47288
C -0.99777 -1.29502 -3.47338
S 0.88502 -0.46421 -1.53652
H 2.25262 0.54107 0.13077
H 0.37570 1.79785 -2.95279
H -1.08079 2.36853 -4.85483
H -2.47254 0.55540 -5.93798
H -2.60671 -1.71731 -4.87570
H -0.88682 -2.32723 -3.12428
C 2.22258 -1.87233 2.92269
P 0.57022 -1.82314 2.12698
C 0.17433 -3.58778 1.80512
C -0.47930 -1.27195 3.53281
H 3.00124 -1.99026 2.15873
H 2.33460 -2.71305 3.62749
H 2.42680 -0.95233 3.48835
H 0.30970 -4.21510 2.69030
H -0.86647 -3.69803 1.47271
H 0.82368 -3.96209 1.00263
H -0.36783 -1.92674 4.41140
H -0.22453 -0.23611 3.80938
H -1.53974 -1.27078 3.25739
```